# 1
{"formula": "C5H11NO2", "method": "ωB97M-V/def2-TZVPD", "species": ["C", "N", "O", "O", "H", "H", "H", "C", "C", "C", "C", "H", "H", "H", "H", "H", "H", "H", "H"], "positions_angstrom": [[-1.82730, 1.31477, 2.31176], [-1.77495, 2.36659, 1.58106], [-2.02206, 2.68039, 0.44937], [-0.94897, 3.30571, 2.29019], [-1.42417, 1.53216, 3.27116], [-2.59226, 0.50257, 2.19340], [-0.19655, 3.62739, 1.80938], [0.68364, 0.44255, 0.32617], [0.40133, -0.35908, -0.63365], [-0.59158, -1.51759, -0.40529], [1.17075, -0.30431, -1.97553], [0.12766, 0.52888, 1.31468], [1.48971, 1.10807, 0.23762], [-1.00608, -1.71753, -1.37621], [-0.06634, -2.30026, -0.02043], [-1.24814, -1.21048, 0.38118], [0.49319, 0.02078, -2.78762], [1.43859, -1.32134, -2.19012], [1.92292, 0.45075, -1.95772]], "forces_ev_per_a": [[-2.5, -1.4, 1.0], [2.7, 0.8, -0.3], [-1.1, -0.2, -1.1], [-1.0, 0.6, 1.9], [0.3, -0.5, 0.5], [1.0, 1.1, -0.5], [0.3, -0.2, -1.5], [-0.6, 1.7, 3.5], [-0.3, -2.2, -2.1], [0.4, 3.4, -1.5], [-2.5, 0.0, 0.8], [0.8, -0.6, -1.4], [0.9, 1.1, -0.2], [-0.9, -0.6, 0.0], [1.5, -2.5, 0.7], [-1.0, 0.1, 0.1], [0.0, -0.3, 0.3], [0.9, -0.3, -0.4], [1.0, 0.0, 0.2]], "gap_ev": 10.05, "e_homo_ev": -9.35}


# 2
{"formula": "C21H30BF4O9", "method": "ωB97M-V/def2-TZVPD", "species": ["B", "F", "F", "F", "F", "C", "O", "H", "H", "H", "H", "C", "O", "H", "H", "H", "H", "C", "O", "H", "H", "H", "H", "C", "C", "C", "C", "C", "C", "O", "O", "H", "H", "H", "H", "H", "H", "C", "C", "C", "C", "C", "C", "O", "O", "H", "H", "H", "H", "H", "H", "C", "C", "C", "C", "C", "C", "O", "O", "H", "H", "H", "H", "H", "H"], "positions_angstrom": [[-9.07939, -34.90412, 17.02938], [-9.56179, -34.62940, 15.76197], [-7.71126, -35.48564, 17.03683], [-9.16797, -33.88571, 17.85859], [-9.86178, -35.89736, 17.49180], [-10.59284, -32.43929, 13.68311], [-11.46892, -32.91697, 12.72912], [-11.03813, -31.73700, 14.20772], [-9.40785, -32.37365, 13.43039], [-10.64046, -32.90861, 14.64797], [-11.66940, -33.97536, 12.67732], [-8.32183, -39.02623, 17.20031], [-7.53454, -37.93719, 17.51270], [-9.47776, -38.86127, 17.05658], [-8.04932, -39.53263, 18.24348], [-7.74210, -39.42323, 16.29844], [-8.06555, -37.21617, 17.59726], [-13.24639, -35.15082, 19.18898], [-11.91564, -35.55922, 19.40076], [-13.29324, -35.45489, 18.03869], [-13.11139, -34.06356, 19.16376], [-14.10686, -35.33533, 19.77879], [-11.19913, -35.53209, 18.85997], [-10.82596, -31.47870, 21.80453], [-11.30435, -31.84448, 23.07211], [-11.04173, -33.12093, 23.50566], [-10.41972, -34.02811, 22.65579], [-9.93521, -33.65905, 21.43470], [-9.99921, -32.33397, 20.97540], [-9.35748, -31.99815, 19.84958], [-11.49104, -33.51699, 24.72020], [-10.74424, -30.33438, 21.59229], [-11.86739, -31.32898, 23.76210], [-10.25319, -34.97726, 23.00970], [-9.20170, -34.47360, 20.83526], [-9.48187, -32.73631, 19.10094], [-12.08477, -32.95570, 25.37922], [-4.96249, -30.28626, 16.97568], [-5.38437, -31.20603, 16.19226], [-6.14750, -32.31180, 16.60121], [-6.30986, -32.48928, 17.97786], [-6.03193, -31.35187, 18.89974], [-5.24043, -30.35091, 18.38075], [-5.03528, -29.36466, 19.25840], [-6.57177, -33.14246, 15.58938], [-4.45339, -29.36159, 16.75122], [-5.15831, -31.17361, 15.07049], [-6.73045, -33.48339, 18.45093], [-6.19227, -31.65704, 19.78952], [-5.65711, -29.40864, 20.14016], [-7.11607, -33.92231, 16.02693], [-6.63662, -36.78768, 11.62993], [-7.50367, -36.89706, 12.75327], [-8.85963, -36.58324, 12.66778], [-9.49966, -36.47866, 11.37725], [-8.69216, -36.54303, 10.24753], [-7.25973, -36.58786, 10.36338], [-6.50681, -36.75089, 9.23293], [-9.59002, -36.55692, 13.84813], [-5.66115, -36.92301, 11.69442], [-7.17310, -36.97346, 13.69494], [-10.64111, -36.43705, 11.54661], [-9.26366, -36.83688, 9.23354], [-6.89574, -36.47540, 8.45268], [-9.27477, -35.93800, 14.60474]], "forces_ev_per_a": [[1.2, -2.5, -1.0], [0.8, 0.6, -0.9], [-1.0, 1.9, -0.7], [0.2, 2.9, 1.6], [-1.5, -2.3, 1.2], [4.3, -3.6, -0.5], [-1.6, -3.8, -1.6], [-1.7, 5.7, 0.8], [-3.1, 0.2, 0.3], [0.7, -2.5, 0.2], [1.4, 4.0, 0.8], [0.6, -1.9, 1.6], [2.2, -0.5, -0.5], [2.4, -0.2, 0.1], [-1.6, -1.0, -2.6], [-1.6, -0.6, 1.1], [-1.9, 3.5, 0.3], [3.4, 2.0, -6.3], [-3.0, -2.1, 6.6], [-1.6, 0.6, 2.2], [-1.0, 0.3, 0.0], [0.0, -1.5, 1.1], [2.2, 0.5, -3.6], [2.1, 2.7, -1.1], [1.7, -1.9, -2.2], [-1.0, 0.8, -0.6], [-0.4, 1.3, 0.6], [2.8, -1.6, -1.9], [-2.1, -1.0, 2.1], [-0.5, -0.9, -2.6], [-1.5, -0.5, 3.3], [-0.7, -2.1, 0.0], [-1.1, 2.1, 0.9], [0.3, -2.2, 0.7], [-2.4, 2.4, 1.5], [0.5, 2.1, 2.4], [2.1, -1.1, -3.1], [1.7, 4.5, 5.6], [-1.4, -3.5, -5.6], [0.3, -0.5, 1.0], [-1.1, 0.0, 1.1], [1.9, -2.7, -9.5], [-3.1, -1.7, 0.7], [-0.3, 2.9, 3.6], [-1.3, -2.0, 2.0], [0.3, -0.1, -0.8], [-0.4, 0.1, 1.6], [0.7, 2.2, -1.3], [-1.0, -0.8, 6.6], [2.3, -0.3, -3.7], [1.7, 2.0, -1.2], [-6.4, 0.6, -1.0], [-0.8, 1.9, -4.0], [0.1, -0.2, -0.4], [-0.5, -0.1, 3.1], [-0.9, -1.0, -1.5], [-1.4, -1.1, 0.8], [2.1, -0.8, 2.4], [0.0, 0.9, 0.3], [4.3, -0.6, 0.3], [1.7, -0.6, 3.3], [1.9, 0.0, -1.3], [1.7, 1.2, 2.1], [-1.6, 1.0, -2.1], [-0.4, -1.1, -2.0]], "total_charge": -1, "gap_ev": 7.49, "e_homo_ev": -5.29}


# 3
{"formula": "C16H31FeNP2S", "method": "ωB97M-V/def2-TZVPD", "species": ["P", "P", "C", "C", "H", "H", "H", "H", "C", "H", "H", "H", "C", "H", "H", "H", "C", "H", "H", "H", "C", "H", "H", "H", "Fe", "C", "C", "C", "C", "C", "C", "C", "C", "C", "H", "H", "H", "H", "H", "H", "H", "H", "H", "H", "H", "H", "H", "H", "H", "S", "C", "N"], "positions_angstrom": [[3.49174, 1.53593, 1.02818], [1.68277, 0.15829, -0.52078], [4.30843, 0.08808, 0.20094], [3.40445, -0.35974, -0.95189], [4.44011, -0.70446, 0.96055], [5.28965, 0.42013, -0.15495], [3.64381, 0.12759, -1.91204], [3.38736, -1.44665, -1.10589], [1.03414, -1.39720, 0.18536], [-0.03603, -1.25249, 0.40481], [1.56199, -1.67617, 1.11295], [1.18571, -2.20297, -0.56022], [0.87317, 0.35491, -2.11204], [1.46063, -0.16440, -2.87815], [0.78928, 1.41629, -2.37538], [-0.13306, -0.07137, -2.02652], [3.88044, 1.41369, 2.77299], [3.76772, 2.38761, 3.27454], [4.90533, 1.00968, 2.85115], [3.15539, 0.73347, 3.25153], [3.79071, 2.72955, -0.37474], [3.63100, 2.30117, -1.37061], [4.86601, 2.86631, -0.24898], [3.31006, 3.71098, -0.30922], [1.61219, 1.92220, 0.43017], [-5.22995, -1.99227, -1.39541], [-5.07535, -2.63250, -0.24544], [-3.80736, -3.11307, 0.42704], [-3.00875, -2.04537, 1.20981], [-2.82543, -0.68810, 0.58591], [-2.63887, -0.46795, -0.71702], [-2.73939, -1.48325, -1.79963], [-4.16906, -1.52011, -2.35675], [1.87445, 3.55473, 1.60075], [-6.24892, -1.77435, -1.74826], [-5.98091, -2.89529, 0.33154], [-3.14396, -3.65064, -0.26764], [-4.13880, -3.85178, 1.17812], [-3.49598, -1.90158, 2.19081], [-2.00903, -2.48541, 1.40652], [-2.76866, 0.15253, 1.29247], [-2.36753, 0.53781, -1.06053], [-2.44361, -2.48280, -1.47556], [-2.04780, -1.21132, -2.62086], [-4.43724, -0.50862, -2.68150], [-4.17435, -2.14151, -3.26094], [1.19490, 4.25665, 1.08706], [2.86238, 4.03303, 1.71573], [1.45671, 3.34232, 2.59846], [-2.61952, 2.75834, 1.99781], [-1.19377, 2.32480, 1.43203], [-0.12719, 1.98528, 1.00374]], "forces_ev_per_a": [[1.6, -2.4, -0.1], [1.0, -3.9, -2.1], [0.6, 0.1, 0.5], [-0.4, 0.0, -0.2], [0.0, 0.3, -0.4], [0.1, -0.4, 0.0], [0.1, -0.2, 0.4], [0.3, 0.2, 0.0], [-0.3, -0.1, -0.1], [0.3, -0.2, -0.1], [-0.2, 0.3, -0.3], [-0.2, 0.3, 0.4], [-0.4, -0.6, -0.9], [-0.4, 0.0, -0.1], [0.0, -0.3, 0.1], [0.1, 0.1, -0.3], [1.5, 0.8, 0.7], [0.3, -0.4, -0.1], [-0.4, 0.3, 0.5], [0.2, 0.2, -0.6], [1.9, 0.9, 0.5], [-0.1, -0.4, 0.4], [0.4, 0.5, -0.6], [0.2, -0.5, 0.1], [-4.4, 4.7, 0.5], [-0.2, 0.1, -0.5], [-0.4, -0.3, 0.6], [-0.1, -0.4, 0.3], [-0.1, -0.1, 0.3], [0.4, 0.1, -0.2], [0.4, 0.5, 0.6], [0.2, -0.2, -0.6], [0.1, -0.1, -0.1], [0.8, 1.0, 1.0], [0.4, -0.1, 0.3], [0.4, 0.3, -0.5], [-0.4, 0.1, 0.3], [0.3, 0.1, -0.3], [0.3, -0.1, -0.3], [-0.4, 0.3, 0.1], [0.0, -0.4, -0.4], [-0.4, -0.1, 0.3], [0.1, 0.3, -0.1], [-0.3, -0.1, 0.3], [0.0, -0.1, 0.0], [-0.2, 0.0, 0.0], [0.3, -0.1, 0.1], [-0.4, 0.2, 0.2], [0.1, 0.1, -0.3], [-0.4, 0.2, 0.2], [2.0, -0.7, -0.9], [-4.4, 0.1, 1.5]], "spin_multiplicity": 5, "gap_ev": [5.24, 7.41], "e_homo_ev": [-4.89, -7.58]}


Results for M: 117.15 513.27 387.29 (in g mol⁻¹, following the order of the records).
Results for ΔE to the lowest compared entry with this formula, charge and spin: 590.60 368.19 192.10 (in kJ/mol, following the order of the records).